Density functional theory data (ωB97M-V/def2-TZVPD) for a molecular structure, C26H50B2Br18IN5O9P3S2 in a non-equilibrium geometry.

Element x y z (Å)
1 P -0.9731 0.2314 -0.2651
2 N -2.8153 -1.0791 3.5754
3 H 12.1693 6.2224 -2.9550
4 C -2.9003 -2.4100 0.3181
5 H -3.7084 -0.6070 3.8126
6 P -0.8048 -4.1153 1.5259
7 C -0.4742 -1.3503 0.6763
8 H -4.8908 -3.3456 0.0461
9 H -4.3226 1.6645 -0.1278
10 Br -3.9683 6.5958 -4.2453
11 H -5.6852 7.7592 -2.8727
12 H 0.8649 -5.0876 0.5081
13 H 4.1807 -0.7280 -4.0102
14 C 1.1004 -1.4982 0.8904
15 Br 0.1608 1.8900 7.2124
16 H 1.4859 2.2412 -3.2546
17 H -0.7140 -2.6863 -3.1298
18 C 4.7461 -0.3192 2.8433
19 H 1.2358 -2.1102 1.8662
20 H -4.0523 6.1782 1.5663
21 C 11.5578 5.5839 -3.5903
22 H -6.2279 -4.7129 4.2883
23 H 0.6650 2.7483 2.3232
24 P -4.6460 -0.2973 0.9589
25 C -1.2927 -2.7054 0.3425
26 H 3.0841 -2.2510 0.3082
27 O -1.6140 -5.5977 1.2323
28 C 2.0195 2.1245 7.7186
29 H -3.5000 -3.6000 2.8034
30 C -5.7026 -3.4654 2.4833
31 H -7.9908 -2.0459 3.0816
32 C 7.5010 0.9768 -5.4016
33 Br 4.3602 -2.1596 3.3234
34 Br -4.8206 9.6925 -4.1745
35 H 0.4347 0.6794 4.5442
36 I -5.7903 -0.7012 -1.2316
37 H 1.2895 2.7112 -6.0738
38 O 0.8580 -4.5874 1.3567
39 H -0.5581 -0.2860 -2.6970
40 C 0.7399 0.6986 3.4250
41 H 2.4544 -0.6356 -6.3329
42 H -6.5760 -5.5804 2.6246
43 O -0.9938 -3.8373 3.0154
44 C -4.2361 -4.0229 2.0471
45 O -3.9131 1.2597 0.6723
46 N 3.4712 1.3667 -3.7637
47 C 2.2866 2.2181 -4.0698
48 C 3.8577 1.3780 -2.3545
49 H -9.2485 -2.7688 4.2214
50 B -0.6583 0.3289 2.6294
51 H -2.3996 -0.6091 -2.2663
52 H 3.9431 0.0128 2.1852
53 Br -5.2848 4.4073 2.8022
54 Br 12.2150 5.7908 -5.4031
55 H 1.2595 2.8373 4.0724
56 O -8.0196 -4.2118 3.2369
57 H -1.3596 2.0928 1.9366
58 C -3.8691 -3.6523 0.5006
59 Br -2.3286 4.3862 1.5450
60 C -1.4755 0.0206 -2.0605
61 H 1.5165 -0.1239 3.2788
62 H -1.7344 1.0840 -2.4434
63 Br 11.7776 3.7669 -2.9466
64 S 4.5079 2.8349 -1.7759
65 O -1.6398 -4.6320 -1.5549
66 H 2.3652 -0.4279 -4.0632
67 C -6.6044 -4.5888 3.2127
68 H -6.3135 -3.0555 1.6097
69 B -1.0486 -3.3488 -1.1448
70 H -5.5062 -2.5667 3.1856
71 H -0.9775 -6.3396 1.1394
72 H 2.6765 3.3027 -4.1729
73 H 0.6682 -3.3569 -2.3989
74 H 0.6040 1.7622 0.3167
75 H 2.0245 2.5757 8.7095
76 C -2.3834 -1.1447 2.2881
77 Br -4.8782 4.8331 -0.3557
78 Br 2.9475 0.4280 7.8626
79 Br 4.7333 0.8481 4.3931
80 Br 9.7253 6.1966 -3.4133
81 H -3.0843 -2.0158 -0.7575
82 H 1.7994 -3.1788 -0.5773
83 H 2.3813 2.1075 2.8297
84 N -0.9532 -1.0348 2.1074
85 C 3.3204 0.0674 -6.0119
86 C -4.1262 5.1027 1.4116
87 O 2.8925 1.4095 -6.3470
88 C 2.3755 -1.1657 -1.4716
89 H 7.9550 0.1979 -4.7906
90 H -0.8681 -5.1244 -1.9136
91 H -2.2547 -1.5254 4.3144
92 S 3.7718 0.0040 -1.1463
93 Br 2.9396 3.3524 6.5316
94 N -0.1883 -2.8026 -2.2473
95 C -4.6757 8.0438 -3.1651
96 O 0.4991 1.1646 -0.4549
97 Br 6.3996 -0.1627 1.8427
98 Br 7.7867 0.4803 -7.2572
99 N -3.3592 -1.3846 1.2706
100 C 2.0460 -2.1338 -0.2007
101 O -1.5966 1.4577 2.6465
102 C 1.2658 2.1881 3.1166
103 Br 8.3943 2.6399 -4.9547
104 H 0.9560 0.9696 -5.4429
105 C 1.7388 1.7974 -5.5317
106 Br -3.6586 8.2860 -1.5313
107 H 2.7501 -1.8995 -2.2879
108 H -3.6001 -4.6295 -0.0015
109 H 4.3056 -0.2395 -6.4849
110 C -8.1771 -2.8945 3.8445
111 H -4.3149 -5.1719 2.1204
112 C 3.3975 0.0129 -4.3687
113 H 1.4324 -0.6940 -1.9201
114 H -7.3993 -2.8263 4.6878
115 Br 5.6126 1.0272 -4.9493
116 H 1.6500 -0.5052 1.1235

Computed properties:
**Charge**: +1
**Gap between HOMO and LUMO**: 6.0548 eV
**LUMO level**: -4.2 eV
**Highest occupied orbital energy**: -10.221 eV